Computed, not measured: a cluster of 3 separate species, C9H16 in total, with the ωB97M-V functional and the def2-TZVPD basis.

Last column: Löwdin charge in e.
Cartesian coordinates (Å):
C (-0.191703, -0.478321, -0.168521)  -0.434
C (-0.556823, 0.771570, 0.304773)  -0.051
C (-0.277970, -1.695104, 0.702133)  -0.048
C (0.023568, -0.732069, -1.631024)  -0.050
C (2.098233, 0.313042, 1.948882)  -0.118
C (1.680948, 0.560492, 0.537806)  -0.236
C (-2.541571, 0.179319, -0.216880)  -0.095
C (2.432089, 1.151637, -0.377074)  -0.025
C (-3.100505, 0.696942, -1.298751)  -0.106
H (-0.500401, 1.634909, -0.340860)  0.103
H (-0.735038, 0.917014, 1.360062)  0.099
H (-3.137518, -0.293927, 0.563841)  0.042
H (0.653523, -2.260124, 0.633532)  0.093
H (-0.469673, -1.441070, 1.742762)  0.089
H (0.980016, -1.236616, -1.772590)  0.092
H (-1.084057, -2.339639, 0.347913)  0.092
H (-0.766597, -1.382789, -2.006792)  0.091
H (0.017829, 0.187553, -2.211769)  0.082
H (3.120421, 0.662682, 2.146133)  0.074
H (2.067380, -0.752663, 2.193564)  0.065
H (1.435066, 0.819648, 2.656981)  0.072
H (2.083223, 1.348193, -1.386679)  0.045
H (3.453412, 1.481684, -0.172163)  0.054
H (-2.507019, 1.174653, -2.077927)  0.036
H (-4.176833, 0.712983, -1.477352)  0.037

Cartesian forces, eV/Å:
3.815 0.354 0.643
-4.538 -0.569 -0.934
0.074 0.178 -0.029
0.121 0.078 0.167
-0.008 -0.112 0.074
-0.019 -1.392 -0.701
0.865 1.430 0.785
-0.103 0.036 0.032
-0.083 0.006 -0.023
0.138 0.002 0.080
0.228 0.069 0.006
-0.071 0.022 -0.065
-0.065 -0.030 0.007
0.024 0.022 0.007
-0.041 -0.022 -0.037
-0.064 0.030 -0.038
-0.058 0.020 0.034
0.001 0.019 0.019
-0.101 0.037 -0.073
-0.030 0.023 -0.007
0.003 -0.022 -0.022
-0.009 -0.179 -0.068
-0.143 0.163 0.128
0.008 0.131 0.107
0.056 -0.292 -0.091

Results
HOMO level (alpha / beta) ... -6.55 / -6.55 eV
Energy ... -9585.9488 eV
Spin multiplicity ... 1
LUMO energy (alpha / beta) ... 0.80 / 0.80 eV
Frontier orbital gap (alpha / beta) ... 7.35 / 7.36 eV
Charge ... 0